Entry 1:
Density functional theory data (ωB97M-V/def2-TZVPD) for 6 unconnected molecules or ions with the total composition C21H51NO11S6 at a distorted geometry.

Results
Kohn-Sham gap ... 8.889 eV
LUMO ... 0.385 eV

Last column: Mulliken charge in e.
Positions of all 90 atoms, in Å:
S (-3.172, 2.071, 3.045)  0.410
S (-6.957, 5.468, 1.538)  0.404
S (-4.279, -1.191, 7.327)  0.570
S (4.876, 1.203, -0.758)  0.680
S (4.077, -7.743, -1.043)  0.497
S (4.452, 2.811, -6.196)  0.449
O (-4.640, -1.413, 5.895)  -0.601
O (3.304, 1.885, -5.961)  -0.579
O (3.157, -6.878, -0.244)  -0.598
O (-2.962, -1.799, -2.406)  -0.616
O (6.032, -2.501, -1.875)  -0.396
O (-5.996, 4.349, 1.293)  -0.527
O (4.369, -3.747, -2.810)  -0.550
O (5.417, 2.085, 0.330)  -0.588
O (3.531, 1.965, -1.460)  -0.138
O (5.962, 1.173, -2.038)  -0.266
O (-2.583, 1.020, 2.158)  -0.663
N (-1.101, -0.430, -2.003)  0.120
C (4.842, -3.300, -1.746)  0.694
C (-2.465, -0.880, -1.696)  0.488
C (2.408, 1.976, -0.537)  -0.921
C (-7.152, 5.631, 3.325)  -0.934
C (-4.924, 2.204, 2.636)  -0.888
C (3.906, 4.474, -5.751)  -0.865
C (4.057, -7.131, -2.741)  -0.686
C (5.595, 2.616, -4.813)  -0.609
C (3.205, -9.285, -1.391)  -0.951
C (-3.352, -0.309, -0.513)  -0.805
C (0.026, 1.903, -1.758)  -0.468
C (-1.098, 1.002, -2.476)  -0.638
C (6.569, -0.129, -2.209)  -0.641
C (4.111, -3.574, -0.360)  -0.744
C (-3.413, 1.329, 4.674)  -0.990
C (5.557, -1.299, -2.603)  0.448
C (-3.775, -2.783, 8.010)  -0.980
C (-0.617, -1.227, -3.197)  -0.988
C (-5.819, -1.066, 8.260)  -0.954
C (-6.054, 7.014, 1.307)  -0.941
C (1.198, 1.051, -1.086)  0.250
H (4.449, -2.751, 0.363)  0.261
H (4.625, -7.810, -3.379)  0.378
H (3.029, -7.051, -3.096)  0.296
H (-6.330, -0.150, 7.962)  0.306
H (4.754, 5.159, -5.794)  0.346
H (-3.973, 0.397, 4.581)  0.277
H (4.484, -1.136, -2.274)  -0.161
H (5.582, -1.574, -3.705)  0.179
H (2.992, -3.420, -0.557)  0.210
H (3.069, -9.824, -0.453)  0.328
H (-5.791, 7.104, 0.252)  0.314
H (0.409, 2.668, -2.526)  0.241
H (-4.094, 0.471, -0.907)  0.238
H (7.297, -0.023, -3.092)  0.290
H (6.033, 1.618, -4.865)  0.200
H (0.430, -0.821, -3.425)  0.320
H (-5.144, 7.008, 1.909)  0.299
H (-6.173, 5.711, 3.801)  0.285
H (2.724, 1.644, 0.501)  0.447
H (4.523, -6.145, -2.758)  0.081
H (5.061, 2.727, -3.869)  0.084
H (4.313, -4.618, 0.042)  0.285
H (-3.989, -1.163, -0.109)  0.349
H (-5.412, 2.874, 3.344)  0.233
H (-2.840, -3.082, 7.534)  0.325
H (-4.540, -3.534, 7.808)  0.305
H (-7.665, 4.744, 3.698)  0.310
H (-6.690, 7.853, 1.593)  0.373
H (-3.951, 2.029, 5.316)  0.400
H (3.148, 4.791, -6.467)  0.332
H (-5.389, 1.216, 2.669)  0.397
H (-1.255, -1.031, -4.129)  0.333
H (-5.596, -1.024, 9.328)  0.358
H (2.071, 3.072, -0.461)  0.261
H (-7.751, 6.515, 3.547)  0.390
H (-2.149, 1.462, -2.397)  0.310
H (3.800, -9.893, -2.075)  0.355
H (-0.531, -2.334, -2.981)  0.276
H (-0.477, 2.502, -0.933)  0.291
H (0.809, 0.457, -0.186)  0.308
H (6.388, 3.362, -4.887)  0.413
H (-2.434, 1.121, 5.107)  0.386
H (7.208, -0.456, -1.326)  0.312
H (1.653, 0.269, -1.788)  -0.161
H (-5.013, 2.612, 1.634)  0.379
H (-3.618, -2.685, 9.085)  0.362
H (2.230, -9.070, -1.831)  0.305
H (-2.745, 0.085, 0.375)  0.251
H (-6.457, -1.924, 8.043)  0.309
H (3.477, 4.468, -4.747)  0.227
H (-0.850, 1.037, -3.598)  0.322


Entry 2:
Density functional theory data (ωB97M-V/def2-TZVPD) for 7 unconnected molecules or ions with the total composition C21H51O16P3 at a distorted geometry.

Results
Kohn-Sham gap ... 9.502 eV
Structure (SMILES) ... COP(=O)(OC)OC.COP(=O)(OC)OC.COP(=O)(OC)OC.CC(C)=O.CC(C)=O.CC(C)=O.CC(C)=O
Energy above the lowest of the compared OMol25 structures with the same formula, charge and spin ... 0.00 kJ/mol
LUMO ... 0.377 eV

Last column: Mulliken charge in e.
Positions of all 91 atoms, in Å:
P (-0.129, -0.935, -2.113)  -0.342
P (3.991, -0.489, -0.759)  0.744
P (-1.811, 0.185, 5.150)  0.719
O (-3.158, 2.706, 0.642)  -0.556
O (-2.853, -2.476, 0.072)  -0.276
O (-1.614, -0.389, 6.558)  -0.372
O (-0.786, -0.266, 4.047)  0.001
O (5.381, 0.041, -0.395)  -0.797
O (-0.247, 0.102, -3.453)  -0.464
O (-0.899, -2.346, -2.399)  -0.215
O (1.359, 4.768, -2.555)  -0.416
O (3.724, -1.716, 0.175)  -0.174
O (1.296, -1.151, -1.732)  0.370
O (-0.852, -0.092, -0.982)  0.471
O (2.941, 0.809, -0.715)  0.064
O (-1.618, 1.663, 5.266)  -0.741
O (2.012, -5.215, 1.552)  -0.574
O (4.196, -0.900, -2.339)  -0.308
O (-3.348, 0.017, 4.659)  -0.340
C (-2.585, 2.733, -0.370)  0.798
C (3.532, -1.649, 1.554)  -0.383
C (4.726, -2.133, -2.769)  -0.684
C (-0.422, -0.206, 7.311)  -0.671
C (-4.613, -3.784, 0.849)  -1.551
C (0.539, 0.302, 3.872)  -0.188
C (3.402, 2.082, -1.090)  -0.671
C (-3.145, 2.134, -1.650)  -0.479
C (0.937, 7.020, -2.178)  -0.826
C (-4.914, -1.296, -0.002)  -0.531
C (-4.000, -2.504, 0.329)  0.602
C (1.242, -6.175, -0.410)  -1.326
C (-0.328, -0.055, 0.329)  -0.514
C (2.716, 6.216, -3.812)  -1.134
C (-1.194, 3.441, -0.540)  -0.407
C (1.715, 5.959, -2.865)  0.654
C (0.667, 1.091, -3.554)  -0.336
C (-2.166, -2.489, -3.114)  -0.602
C (1.400, -4.954, 0.530)  0.541
C (0.818, -3.514, 0.079)  -0.598
C (-3.639, -0.121, 3.303)  -0.602
H (-0.884, 0.689, 0.916)  0.437
H (-0.295, -3.516, 0.031)  0.367
H (3.214, -2.633, 1.962)  0.232
H (0.486, 1.407, 3.815)  0.371
H (-0.526, 3.866, 0.443)  0.261
H (-0.495, -0.986, 0.701)  0.717
H (-3.860, 2.807, -1.883)  0.660
H (0.785, 1.465, -4.554)  0.447
H (-2.290, -3.529, -3.306)  0.272
H (0.325, 7.609, -2.964)  0.304
H (4.134, 2.035, -1.839)  0.344
H (-4.134, -0.375, -0.160)  -0.194
H (-2.378, 1.958, -2.478)  0.054
H (-4.644, -0.616, 3.441)  0.185
H (4.740, -2.252, -3.819)  0.266
H (-5.600, -1.096, 0.905)  0.368
H (-3.506, 0.675, 2.825)  0.617
H (-0.297, 0.838, 7.214)  0.375
H (-1.089, 4.238, -1.184)  0.377
H (3.800, 6.058, -3.442)  0.256
H (2.503, 2.661, -1.524)  0.116
H (-4.256, -4.605, 0.442)  0.456
H (-4.365, -3.804, 1.993)  0.237
H (1.025, -2.809, 0.787)  0.042
H (2.753, 6.968, -4.506)  0.461
H (1.539, 7.541, -1.513)  0.351
H (0.881, 0.213, 0.410)  -0.358
H (-5.603, -3.827, 0.597)  0.468
H (2.670, -1.020, 1.694)  -0.204
H (0.137, 6.528, -1.499)  0.109
H (-0.409, -0.377, 8.471)  0.207
H (1.147, 0.145, 4.834)  0.294
H (4.101, -3.077, -2.307)  0.125
H (-2.131, -1.967, -3.979)  0.399
H (-5.454, -1.461, -1.006)  0.364
H (-3.282, 1.116, -1.400)  -0.352
H (5.681, -2.290, -2.490)  0.442
H (-2.882, -0.775, 2.782)  0.133
H (1.325, -3.332, -0.779)  0.382
H (3.960, 2.554, 0.004)  0.197
H (1.424, -6.089, -1.441)  0.396
H (0.586, 1.896, -2.857)  0.010
H (1.267, -0.127, 3.176)  -0.184
H (1.724, 0.866, -3.341)  0.019
H (2.587, 5.449, -4.757)  0.247
H (0.240, -0.840, 6.854)  0.262
H (-0.485, 2.634, -0.775)  -0.338
H (0.273, -6.677, -0.435)  0.298
H (1.968, -6.894, -0.138)  0.424
H (4.473, -1.463, 1.999)  0.410
H (-3.154, -2.192, -2.401)  -0.014


Entry 3:
Density functional theory data (ωB97M-V/def2-TZVPD) for a molecular structure, C21H52AuN4O2SSi3.

Results
Kohn-Sham gap (alpha / beta) ... 6.947 / 6.946 eV
Energy above the lowest of the compared OMol25 structures with the same formula, charge and spin ... 0.00 kJ/mol
Charge ... +3
LUMO (alpha / beta) ... -9.625 / -9.625 eV

Last column: Mulliken charge in e.
Positions of all 84 atoms, in Å:
Au (0.882, -0.135, 0.587)  0.484
S (3.190, 0.872, 1.345)  0.128
Si (-2.220, -1.222, 0.027)  0.225
Si (0.316, -3.332, -0.328)  0.225
Si (-0.291, -2.003, 2.544)  0.053
O (1.109, -1.138, -6.337)  -0.379
O (0.381, -0.399, 2.557)  0.188
N (1.342, -0.063, -3.788)  0.043
N (-2.229, 6.029, 1.813)  -0.154
N (1.223, 0.109, -1.354)  -0.232
N (-0.625, 3.631, 1.473)  0.275
C (0.890, 0.307, 3.715)  -0.943
C (3.221, 2.642, 1.008)  -0.552
C (-0.443, 4.532, 2.608)  -0.769
C (-0.586, -4.843, 0.328)  -1.029
C (-0.522, -1.883, 0.637)  -0.174
C (-1.214, 4.334, 0.339)  -0.740
C (0.205, 0.328, -4.663)  -0.406
C (2.555, -0.549, -4.504)  -0.517
C (0.054, -3.236, -2.174)  -0.544
C (-2.502, 5.081, 0.673)  -0.641
C (-1.844, -2.046, 3.551)  -1.199
C (-0.062, -0.820, -5.624)  -0.464
C (-1.703, 5.289, 3.015)  -0.830
C (-2.172, -0.575, -1.729)  -0.699
C (-2.766, 0.195, 1.156)  -0.669
C (2.125, -1.624, -5.492)  -0.484
C (4.657, 0.299, 0.474)  -1.042
C (1.284, -0.002, -2.511)  0.545
C (1.007, -3.159, 3.188)  -1.188
C (2.155, -3.400, 0.054)  -0.850
C (-3.403, -2.667, 0.105)  -0.975
H (-3.533, -0.123, 1.862)  0.380
H (4.776, -0.761, 0.689)  0.360
H (-2.366, -1.092, 3.591)  0.343
H (-2.264, -1.373, -2.465)  0.389
H (0.007, -5.718, 0.041)  0.430
H (0.339, 5.254, 2.348)  0.476
H (0.600, -4.071, -2.623)  0.564
H (-1.517, 6.016, 3.804)  0.437
H (-0.699, -4.888, 1.411)  0.305
H (-1.212, 2.847, 1.742)  -0.033
H (-0.475, 5.044, -0.044)  0.431
H (-3.284, 4.408, 1.026)  0.351
H (1.702, -0.261, 4.164)  0.294
H (2.023, -2.837, 2.958)  0.311
H (-0.659, 0.555, -4.042)  0.376
H (0.513, 1.222, -5.208)  0.308
H (1.783, -2.519, -4.956)  0.270
H (-3.073, 6.554, 2.053)  0.356
H (3.387, 2.824, -0.053)  0.346
H (5.512, 0.839, 0.875)  0.435
H (-0.427, -1.697, -5.071)  0.250
H (-1.539, 6.725, 1.516)  0.382
H (2.969, -1.897, -6.123)  0.379
H (-2.503, 4.618, 3.328)  0.349
H (4.576, 0.458, -0.599)  0.288
H (3.266, -0.927, -3.770)  0.412
H (0.917, -3.255, 4.272)  0.482
H (0.435, -2.323, -2.623)  -0.368
H (4.006, 3.114, 1.595)  0.431
H (-3.022, 0.096, -1.870)  0.632
H (-3.123, -3.460, -0.588)  0.297
H (-1.420, 3.634, -0.470)  0.283
H (2.384, -4.137, 0.823)  0.398
H (-3.202, 0.989, 0.546)  0.415
H (-0.078, 3.981, 3.474)  0.413
H (2.251, 3.049, 1.288)  -0.152
H (2.594, -2.451, 0.374)  -0.001
H (-2.540, -2.786, 3.150)  0.338
H (-1.268, -0.009, -1.943)  -0.289
H (-2.880, 5.662, -0.166)  0.425
H (-0.992, -3.349, -2.460)  0.393
H (-3.513, -3.100, 1.098)  0.278
H (-1.941, 0.618, 1.736)  -0.230
H (0.883, -4.161, 2.778)  0.369
H (2.986, 0.307, -5.024)  0.330
H (1.255, 1.277, 3.392)  0.155
H (-0.817, -0.525, -6.350)  0.398
H (0.060, 0.424, 4.409)  0.352
H (-1.571, -4.966, -0.117)  0.366
H (-4.393, -2.315, -0.200)  0.429
H (-1.621, -2.360, 4.573)  0.512
H (2.693, -3.706, -0.846)  0.465


Entry 4:
Density functional theory data (ωB97M-V/def2-TZVPD) for a molecular structure, C21H52Cl2IrP2Si at a distorted geometry.

Results
⟨S²⟩ ... 8.7619
Spin multiplicity ... 6
Kohn-Sham gap (alpha / beta) ... 3.410 / 4.772 eV
Energy above the lowest of the compared OMol25 structures with the same formula, charge and spin ... 190.87 kJ/mol
LUMO (alpha / beta) ... 0.216 / -2.626 eV

Last column: Mulliken charge in e.
Positions of all 79 atoms, in Å:
Ir (0.577, 0.937, -0.932)  0.413
Cl (-1.088, -0.670, -0.508)  -0.677
Cl (1.194, 1.150, 1.284)  -0.492
P (-0.106, -2.898, 2.248)  0.112
P (-0.166, 0.992, -2.899)  0.303
Si (0.178, 3.248, 1.774)  0.551
C (-2.380, 2.245, -1.676)  -1.105
C (0.902, -1.344, -4.106)  -1.512
C (0.981, 3.242, -2.200)  -1.596
C (-1.452, -2.001, 3.150)  0.766
C (-0.200, -0.287, -4.203)  0.855
C (-0.066, -5.705, 2.381)  -1.458
C (1.117, 2.211, -3.316)  -0.039
C (-1.192, -0.473, 3.187)  -1.062
C (1.097, 3.275, 3.413)  -1.093
C (-1.674, 2.885, 1.935)  -0.952
C (-1.819, 1.717, -2.992)  0.677
C (-0.318, 0.362, -5.592)  -1.428
C (2.519, 1.627, -3.330)  -1.297
C (2.566, -3.106, 2.051)  -1.510
C (-0.112, -4.516, 0.057)  -1.257
C (1.791, -1.738, 3.985)  -1.545
C (1.500, -2.976, 3.147)  0.728
C (-1.875, -2.574, 4.494)  -1.537
C (-1.881, 2.780, -4.105)  -1.670
C (-0.571, -4.526, 1.531)  0.549
C (0.273, 5.054, 1.023)  -1.298
H (-2.724, -2.000, 4.909)  0.433
H (-1.961, 1.997, 1.356)  0.064
H (3.236, 2.450, -3.274)  0.443
H (1.133, -1.586, 4.844)  0.240
H (-1.374, 3.717, -3.851)  0.287
H (-1.842, 3.141, -1.315)  0.058
H (2.697, 1.062, -4.238)  0.299
H (-0.382, -6.661, 1.938)  0.433
H (0.074, 3.844, -2.288)  0.083
H (2.186, 3.288, 3.251)  0.277
H (-2.410, 0.827, -3.307)  0.485
H (-0.647, -5.282, -0.521)  0.432
H (-0.552, 5.273, 0.322)  0.298
H (2.664, -4.098, 1.619)  0.245
H (0.830, 4.179, 3.987)  0.315
H (-1.545, 2.421, -5.083)  0.280
H (-1.092, -2.574, 5.256)  0.250
H (-2.361, 1.437, -0.929)  0.165
H (1.033, -1.709, -3.080)  0.220
H (0.569, -2.200, -4.704)  0.526
H (0.734, 2.526, -4.278)  0.867
H (1.661, -0.894, 3.311)  0.312
H (0.207, 5.786, 1.852)  0.387
H (-0.589, -0.097, 2.336)  -0.444
H (-1.677, -4.538, 1.544)  0.407
H (0.487, 1.070, -5.846)  0.261
H (1.864, -0.997, -4.506)  0.238
H (-0.283, -0.447, -6.344)  0.475
H (-1.167, -0.766, -3.965)  0.376
H (1.340, -3.881, 3.753)  0.598
H (1.917, 0.089, -1.334)  -0.212
H (-0.492, -5.652, 3.395)  0.350
H (-0.302, -3.540, -0.420)  0.285
H (-2.327, -2.106, 2.483)  0.382
H (-1.287, 0.837, -5.755)  0.298
H (2.827, -1.687, 4.333)  0.481
H (1.861, 3.892, -2.198)  0.518
H (-0.705, -0.136, 4.122)  0.270
H (1.005, 2.714, -1.174)  0.266
H (1.023, -5.750, 2.488)  0.265
H (-2.299, 3.737, 1.598)  0.404
H (-2.159, 0.053, 3.064)  0.547
H (-1.923, 2.700, 2.994)  0.386
H (-2.949, 2.998, -4.239)  0.459
H (-3.428, 2.516, -1.858)  0.517
H (0.978, -4.660, -0.028)  0.253
H (2.698, 1.024, -2.420)  0.074
H (-2.252, -3.589, 4.339)  0.419
H (2.253, -2.445, 1.244)  0.377
H (1.227, 5.217, 0.502)  0.305
H (3.576, -2.783, 2.327)  0.399
H (0.854, 2.371, 3.991)  0.221